[1]
Density functional theory data (ωB97M-V with the def2-TZVPD basis set) for a molecular structure, C12H27MgNO7S3.

## Properties
frontier orbital gap = 0.231 Eh
charge = 0
E_HOMO = -0.2376 hartree
E_tot = -66652.911 eV

Geometry as XYZ:
```
51
Properties=species:S:1:pos:R:3:forces:R:3
S -2.61964 -1.21088 2.47209 -0.5921 0.5539 -1.5915
S -2.53352 0.16161 -2.43038 -0.3536 0.7401 0.0956
S 1.45157 -2.55285 0.59892 -0.6552 0.3932 0.1057
Mg -0.55847 0.07963 0.12350 0.9725 0.4826 0.2046
O -1.63676 -0.39053 -1.36015 -0.9577 -0.4430 -1.0736
O 0.61768 0.97527 1.46828 3.0614 1.1804 2.9038
O 2.55453 3.36718 -4.92677 -0.0587 -0.0656 -0.0649
O -1.69692 -0.98340 1.30044 -0.9040 -0.7435 1.2824
O 0.90231 1.48028 -0.64339 2.8649 2.2226 0.0281
O 0.57724 -1.54975 -0.09759 0.5543 -0.8925 -0.1447
O -0.85052 2.07256 0.40878 -1.4430 3.5751 0.7711
N 4.32052 1.65060 5.69500 -0.1096 0.0639 -0.0282
C -3.44725 1.49527 -1.61638 0.1574 -0.0780 0.7121
C -3.89855 -0.99923 -2.60366 0.2736 -0.3866 -0.3339
C -3.81099 0.14696 2.41899 -0.3307 0.6407 0.8439
C -3.74894 -2.52453 1.90076 -0.0269 -0.6505 1.2207
C 0.45623 1.87407 0.52767 -4.4874 -6.8958 -3.2928
C 0.42030 -4.03334 0.88777 -0.1496 -0.0738 0.5685
C 3.62347 1.04215 3.23785 -0.2350 1.5384 1.1595
C 4.00787 1.40137 4.61846 0.6019 -0.5553 -0.2518
C 1.58322 -2.02742 2.31996 -0.3678 0.3297 0.0019
C 4.37230 1.85433 -4.97284 0.0982 -1.0921 0.6195
C 3.54770 3.01682 -2.81271 -0.4277 0.6160 0.3024
C 3.41399 2.80123 -4.29225 0.4334 0.2809 -0.1561
H 5.29481 2.33722 -5.29449 -0.2395 0.2773 -0.3121
H -4.65704 -2.20841 1.39631 0.3603 0.2945 -0.4754
H -3.14661 -3.26625 1.38064 -0.0094 0.3027 -0.4335
H -2.70477 2.09767 -1.08161 0.2506 -0.0335 -0.1709
H 4.54538 2.99381 -2.37590 0.1252 -0.5085 -0.3203
H -4.04160 2.13506 -2.26391 0.1072 -0.2485 -0.3575
H 2.27298 -1.18731 2.33390 0.3150 -0.3309 0.0608
H 0.26490 -4.15541 1.95958 0.0183 0.0037 0.0041
H 0.90660 -4.93464 0.52135 0.0634 0.1309 -0.2202
H -3.49340 -1.85222 -3.14961 -0.0317 -0.0001 0.0100
H -4.54646 0.00928 3.21777 0.1834 -0.2009 0.1067
H -4.38952 0.33282 1.51447 0.4384 -0.6371 -0.3866
H 3.48157 2.01815 2.76996 -0.2679 -0.2241 -0.3950
H 2.64586 0.58150 3.35168 0.0660 -0.2540 -0.7130
H -4.31114 -1.36120 -1.66334 0.1369 0.3128 0.1845
H -4.08287 1.04020 -0.85422 -0.0640 -0.0380 -0.0863
H -4.67056 -0.53989 -3.22033 0.0245 0.1141 0.0425
H 3.86186 1.30380 -5.76087 0.1486 0.4156 -0.3653
H 4.72066 1.08159 -4.27767 -0.1113 0.1492 0.1771
H -0.56118 -3.90633 0.43631 0.1606 0.2078 -0.2897
H -4.09817 -3.06893 2.78686 0.0719 0.2513 0.1294
H 1.84396 -2.89619 2.92063 0.5140 0.1396 0.0073
H -3.27908 1.07422 2.63924 0.2782 -0.1589 -0.0012
H 4.39994 0.52685 2.68566 -0.1208 -0.4239 0.1894
H 0.65516 -1.60788 2.71598 -0.2571 -0.1916 -0.4561
H 3.16035 4.01057 -2.58456 -0.2413 -0.0935 -0.0249
H 2.88103 2.29452 -2.32619 0.1618 0.0029 0.2138
```
Positions in Å, forces in eV/Å.

---

[2]
Density functional theory data (ωB97M-V with the def2-TZVPD basis set) for 2 unconnected molecules or ions with the total composition C8H9N4PS.

## Properties
frontier orbital gap = 0.263 Eh
charge = 0
E_HOMO = -0.3129 hartree
E_tot = -34521.201 eV

Geometry as XYZ:
```
23
Properties=species:S:1:pos:R:3:forces:R:3
S -3.53330 0.57146 0.07585 -0.5623 -0.9515 -0.3442
P 3.13385 -0.83933 -0.25701 1.4103 -1.2749 -0.4660
N 1.33064 1.42154 -0.19418 4.0127 0.7024 -0.4198
N 0.80904 2.48727 0.37426 0.9909 1.3582 0.1670
N -1.58741 -1.16155 -0.31658 0.2211 -2.1195 -1.0860
N 0.71649 -0.77512 -0.68724 -1.2651 -0.5825 -0.5842
C -0.35888 -1.55567 -0.61862 1.5622 -2.1103 0.0979
C -0.83551 1.01763 0.11879 2.3017 -1.0251 -1.3602
C -4.40756 -1.00330 -0.43611 -0.0107 0.4616 -1.5018
C 0.44922 0.48527 -0.36807 -2.2368 -0.1224 1.3351
C 3.45878 0.95175 -0.52664 -3.3431 -0.1552 -0.0438
C -1.82926 0.07941 -0.08824 -2.2533 1.7729 1.1255
C -0.46692 2.30895 0.55075 -1.5810 1.1181 0.5148
C 3.47360 -1.06609 1.35593 0.5124 0.2138 0.4647
H 4.07480 1.40761 0.21016 0.0497 0.7199 0.7902
H -3.95466 -1.85353 0.10074 -0.4442 0.4195 -0.5092
H 3.57173 -2.06957 1.82516 -0.3614 0.6821 -0.7812
H -1.05784 3.15382 0.97838 0.4594 -1.1059 -0.4246
H 3.50454 1.44198 -1.51529 -0.1960 -0.6772 0.5360
H -5.49500 -0.91687 -0.34064 0.2470 0.2945 1.1682
H -0.17057 -2.70488 -0.75611 -0.4890 2.3737 0.1482
H -4.44108 -1.11152 -1.56909 1.1291 -0.0661 1.3080
H 3.61529 -0.26927 2.08382 -0.1535 0.0739 -0.1348
```
Positions in Å, forces in eV/Å.

---

[3]
Density functional theory data (ωB97M-V with the def2-TZVPD basis set) for 3 unconnected molecules or ions with the total composition C4H11NO.

## Properties
frontier orbital gap = 0.241 Eh
charge = 0
energy above the lowest of the compared OMol25 structures with the same formula, charge and spin = 5.337 eV
E_HOMO = -0.2959 hartree
E_tot = -7859.217 eV

Geometry as XYZ:
```
17
Properties=species:S:1:pos:R:3:forces:R:3
O 0.30251 -2.35862 0.41312 0.4100 -1.4320 0.1041
N -0.22913 -0.05887 2.00910 -0.1805 0.6359 -0.6078
C -0.61139 1.24050 -1.58850 0.5795 1.1221 0.7202
C 0.11715 0.54134 0.75518 0.2422 -0.8818 0.9870
C 1.38549 0.97995 0.62489 -0.3976 0.2052 0.1017
C -0.88448 0.56724 -0.27051 0.6138 -2.4893 -2.2629
H -1.52734 1.50351 -2.10124 -0.0981 -0.2043 -0.2479
H -1.84830 0.10092 -0.10544 -0.1112 0.5906 0.3668
H 0.63490 -0.15973 2.52949 -0.3664 -0.2775 0.1580
H -0.06275 2.16953 -1.37401 -0.2513 0.0435 -0.1262
H -0.63378 -0.97801 1.85700 0.1385 0.0744 0.0645
H 1.97024 0.89821 1.53508 0.4093 0.0522 -0.3534
H 0.37974 -3.24384 0.02280 0.2207 -0.0098 0.6125
H -0.77476 -1.28680 -1.50331 -0.3288 1.1983 1.1494
H 0.05918 0.64580 -2.19583 -0.2364 0.1537 -0.1659
H -0.12407 -1.93856 -0.34405 -0.4375 1.0075 -0.4716
H 1.84677 1.37743 -0.26378 -0.2062 0.2113 -0.0285
```
Positions in Å, forces in eV/Å.

---

[4]
Density functional theory data (ωB97M-V with the def2-TZVPD basis set) for 2 unconnected molecules or ions with the total composition C6H11NO2.

## Properties
frontier orbital gap = 0.342 Eh
charge = 0
energy above the lowest of the compared OMol25 structures with the same formula, charge and spin = 5.107 eV
E_HOMO = -0.3175 hartree
SMILES = CN(C)C=O.C=C1CO1
E_tot = -11981.161 eV

Geometry as XYZ:
```
20
Properties=species:S:1:pos:R:3:forces:R:3
O -2.11231 -1.44204 0.95746 0.4955 -0.2018 0.1525
O 1.19706 -0.87053 1.35072 -0.3129 1.4343 -1.9329
N -0.78561 0.29966 0.17559 -1.6856 -0.3397 0.2047
C -1.40603 -0.49934 1.20026 -0.4361 1.1825 -1.3001
C -0.50422 1.67404 0.59873 0.6071 -0.4664 0.4822
C 1.38120 -1.85037 0.32794 0.0161 -0.1520 -0.1347
C -1.40027 0.19086 -1.14832 0.3752 -0.1910 -0.1591
C 1.26328 -0.50286 -0.17449 2.2573 -1.8126 2.4658
C 1.99524 0.26862 -0.97507 -0.9446 0.4981 0.1453
H 0.56304 -2.56047 0.20941 -0.0163 0.0477 0.0302
H 0.33472 1.63852 1.29373 -0.0191 0.0484 0.1756
H -2.12096 0.98773 -1.33896 -0.0879 -0.0431 0.0865
H -1.32752 -0.05102 2.19839 0.4606 -0.2068 0.0958
H -1.85698 -0.78470 -1.28672 -0.1982 0.0326 0.2998
H 1.92401 1.34370 -1.00362 0.3618 0.2004 0.4151
H 2.60885 -0.19008 -1.73503 -0.4389 -0.2255 -0.3680
H 2.37665 -2.29047 0.35196 -0.1098 -0.2091 -0.1921
H -0.60435 0.23484 -1.88976 0.0935 0.3000 -0.1111
H -0.16864 2.29406 -0.23127 -0.3314 -0.1467 -0.1274
H -1.35717 2.10983 1.11906 -0.0861 0.2507 -0.2279
```
Positions in Å, forces in eV/Å.